Record 1
Molecular formula: CH10NORu
Method: DFT, ωB97M-V/def2-TZVPD

Each line ends with the natural charge from an NBO analysis.
CARTESIAN COORDINATES (ANGSTROEM)
C (0.620, 1.309, -2.132)  -1.0467
Ru (-0.118, 0.184, -0.647)  1.0452
N (-0.148, -0.935, 1.163)  -1.0866
H (-0.329, -1.354, -1.234)  0.0235
H (0.762, -0.910, 1.614)  0.4140
H (-1.091, -0.756, -1.587)  0.0121
H (0.558, 0.605, -2.984)  0.2442
H (1.673, 1.577, -1.966)  0.2357
H (0.028, 2.214, -2.326)  0.2502
H (-0.843, -0.553, 1.811)  0.4221
H (-0.379, -1.915, 0.987)  0.4173
O (0.460, 1.743, 0.918)  -0.9644
H (1.421, 1.865, 1.020)  0.5148
H (0.086, 2.638, 0.779)  0.5187

multiplicity = 5
total charge = +1
energy relative to the best compared isomer or geometry (same formula, charge and spin) = 37.5 kJ/mol
E_tot = -7307.1897 eV
LUMO (spin up / spin down) = -3.709 / -5.995 eV
HOMO level (spin up / spin down) = -10.69 / -14.52 eV


Record 2
Molecular formula: CH10O3S2
Method: DFT, ωB97M-V/def2-TZVPD

Each line ends with the natural charge from an NBO analysis.
CARTESIAN COORDINATES (ANGSTROEM)
C (-0.496, 1.700, 0.176)  -0.8385
S (-0.445, 0.266, 1.284)  0.5201
S (-0.896, -1.166, -0.077)  -0.1315
H (-0.128, 2.684, 0.697)  0.2662
H (-1.579, 1.872, -0.249)  0.2856
H (0.274, 1.523, -0.616)  0.2688
H (2.553, 2.615, 0.750)  -0.2092
H (-3.946, -0.071, -1.127)  0.4772
H (-2.618, -0.170, -0.346)  0.4379
O (-3.364, 0.457, -0.556)  -0.9468
H (2.630, -0.665, -1.015)  0.4919
H (1.295, -1.298, -1.413)  0.4414
O (2.222, -1.158, -1.760)  -0.9628
H (2.917, 1.185, 0.444)  0.4031
H (4.256, 0.544, -0.291)  0.4751
O (3.489, 0.198, 0.166)  -0.9784

total charge = 0
energy relative to the best compared isomer or geometry (same formula, charge and spin) = 670.8 kJ/mol
E_tot = -29005.5509 eV
LUMO = -4.913 eV
HOMO level = -8.31 eV


Record 3
Molecular formula: CH11B2ClCo2NO6
Method: DFT, ωB97M-V/def2-TZVPD

Each line ends with the natural charge from an NBO analysis.
CARTESIAN COORDINATES (ANGSTROEM)
Co (-1.396, -0.490, -2.600)  1.5580
Co (-1.397, -0.204, 3.050)  1.5663
Cl (0.808, -0.842, 0.357)  2.5945
O (-0.017, -0.634, 1.556)  -0.9957
O (0.066, -0.322, -0.790)  -0.9548
O (2.037, -0.159, 0.487)  -0.7562
O (1.017, -2.232, 0.200)  -0.7571
B (-3.036, -1.612, -1.590)  -0.6477
H (-4.106, -1.152, -1.412)  0.0605
H (-2.231, -0.867, -1.104)  -0.0423
H (-2.895, -2.718, -1.216)  0.0750
H (-2.806, -1.652, -2.778)  -0.0561
B (-2.961, -1.430, 2.019)  -0.6165
H (-2.346, -1.712, 3.015)  -0.0778
H (-2.858, -0.230, 1.897)  -0.0642
H (-2.561, -1.959, 1.049)  0.0417
H (-4.101, -1.696, 2.148)  0.0724
C (4.081, 3.043, 0.018)  -0.4859
N (4.176, 2.610, -1.395)  0.5337
O (3.183, 2.136, -1.914)  -0.4106
O (5.216, 2.751, -1.990)  -0.3468
H (3.464, 2.313, 0.534)  0.2314
H (3.605, 4.018, -0.029)  0.2379
H (5.057, 3.040, 0.488)  0.2402

multiplicity = 7
total charge = +1
energy relative to the best compared isomer or geometry (same formula, charge and spin) = 0.0 kJ/mol
E_tot = -104094.7058 eV
LUMO (spin up / spin down) = -5.985 / -6.521 eV
HOMO level (spin up / spin down) = -13.07 / -13.07 eV


Record 4
Molecular formula: CH11NO4
Method: DFT, ωB97M-V/def2-TZVPD

Each line ends with the natural charge from an NBO analysis.
CARTESIAN COORDINATES (ANGSTROEM)
C (2.360, 0.493, -0.795)  -0.0322
N (2.341, -0.775, -0.811)  -0.6327
H (1.792, 1.034, -0.046)  0.1951
H (3.010, 1.046, -1.482)  0.1485
H (2.995, -1.096, -1.514)  0.3404
O (-0.133, 1.254, 1.497)  -1.0064
H (-0.359, 1.744, 2.294)  0.4760
H (-0.856, 1.486, 0.874)  0.4966
O (-2.015, 1.398, -0.188)  -0.9587
H (-1.912, 1.753, -1.076)  0.4813
H (-2.013, 0.433, -0.327)  0.5152
O (0.122, -1.504, 0.881)  -1.0013
H (0.893, -1.559, 0.285)  0.5060
H (0.040, -0.574, 1.149)  0.5002
O (-2.182, -1.422, -0.515)  -1.0103
H (-1.384, -1.507, 0.071)  0.5036
H (-2.699, -2.203, -0.298)  0.4787

total charge = 0
energy relative to the best compared isomer or geometry (same formula, charge and spin) = 44.3 kJ/mol
E_tot = -10895.5668 eV
LUMO = 0.731 eV
HOMO level = -10.70 eV
structure (SMILES) = C=N.O.O.O.O